[1]
16
Properties=species:S:1:pos:R:3:forces:R:3 method="wB97M-V/def2-TZVPD" smiles=COCC1CC1 relative_energy_kcal_mol=56.71 total_energy_ha=-271.66225 orbital_gap_ev=10.98 lumo_ev=1.2 homo_ev=-9.816
C -2.3288 1.0190 -0.8286 -0.4476 0.1244 0.7867
O -1.2241 0.1998 -1.0222 0.1758 0.0691 -0.2193
C -0.4887 0.2345 0.1564 -0.3714 -0.0078 1.0375
C 0.5875 -0.8454 0.0688 -0.3826 0.0038 0.4071
C 1.6401 -0.8935 1.1327 0.0242 -0.0639 0.2984
C 2.0527 -0.5868 -0.2735 -0.1746 0.1583 -0.1111
H -2.6248 0.7836 0.2954 -0.8875 0.5922 -2.3897
H -2.0446 2.0868 -0.8345 -0.0987 -0.1697 -0.0324
H -3.0036 0.8212 -1.6835 -0.1856 0.1095 0.9807
H -0.0388 1.2334 0.3132 0.1334 -0.1780 -0.0855
H -1.3819 0.2397 1.0082 2.7521 -0.9780 -1.0372
H 0.2144 -1.8000 -0.3040 -0.0223 0.2356 0.2312
H 1.8918 -1.8550 1.5656 0.0535 0.1233 -0.0397
H 1.6389 -0.0655 1.8366 0.0316 -0.1407 -0.0513
H 2.3894 0.4188 -0.5150 -0.2001 -0.1063 0.1182
H 2.5997 -1.3631 -0.8146 -0.4002 0.2283 0.1064

***

[2]
122
Properties=species:S:1:pos:R:3:forces:R:3 method="wB97M-V/def2-TZVPD" relative_energy_kcal_mol=13.21 total_energy_ha=-5169.06173 orbital_gap_ev="4.34 / 3.97" lumo_ev="-2.0 / -2.3" homo_ev="-6.342 / -6.296" spin_multiplicity=2
Ru -0.5901 1.0312 0.4697 0.9834 0.5173 -1.4246
I 0.4527 3.4633 1.4995 -1.3025 -1.0464 -0.0690
C -1.4372 4.4476 1.2519 0.6025 0.0195 0.5509
C -1.9559 5.0189 2.3864 0.4422 -0.3473 -0.2746
C -3.0588 5.8749 2.3127 -0.3322 0.2906 -0.2906
C -3.5487 6.2390 1.0899 0.0963 -0.0070 0.3765
C -3.0285 5.6697 -0.0905 0.1589 -0.2117 -0.0794
C -3.4744 6.1234 -1.3496 0.0290 -0.0619 -0.2005
C -2.9858 5.5889 -2.5077 -0.2413 0.2687 0.0532
C -2.1376 4.4858 -2.4385 0.2356 -0.1270 0.4923
C -1.6932 3.9845 -1.2319 0.0101 0.0213 -0.4976
P -0.8830 2.3477 -1.3954 -0.5047 -0.0643 0.4897
C 0.5410 2.8139 -2.4240 -0.0299 -0.0852 -0.0983
C 1.0230 2.0168 -3.4599 -0.1021 0.3407 0.1825
C 2.1155 2.4303 -4.2006 0.1157 -0.0968 -0.0979
C 2.7653 3.6122 -3.8917 0.0278 0.0267 -0.0008
C 2.3073 4.3937 -2.8413 0.1065 0.0254 -0.0372
C 1.1975 4.0029 -2.1194 -0.0700 -0.0059 -0.0227
C -2.0477 1.4987 -2.5312 0.1025 -0.0869 -0.1021
C -3.0783 0.8080 -1.8962 -0.0462 0.2207 0.0368
C -3.9791 0.0527 -2.6196 -0.1115 0.0068 -0.1905
C -3.8482 -0.0524 -3.9940 -0.0009 -0.0169 -0.0385
C -2.8436 0.6480 -4.6402 -0.0235 -0.0234 -0.1765
C -1.9621 1.4379 -3.9212 0.0133 0.0640 0.0535
C -2.0226 4.6529 -0.0208 -0.2891 0.2153 -0.1452
H -1.4891 4.8365 3.3418 0.0537 -0.0566 0.0760
H -3.4668 6.2934 3.2190 -0.0490 0.0643 0.0907
H -4.3263 6.9855 1.0091 -0.0799 0.0192 -0.0257
H -4.2032 6.9184 -1.3829 -0.1013 0.1249 0.0347
H -3.2866 5.9723 -3.4713 -0.0872 0.0447 -0.0435
H -1.8289 3.9982 -3.3514 -0.0611 -0.0081 -0.0909
H 0.5482 1.0748 -3.6878 -0.0357 0.0156 -0.0929
H 2.4663 1.8097 -5.0126 0.0767 -0.0404 -0.0793
H 3.6304 3.9195 -4.4609 0.0417 0.0394 -0.0565
H 2.8112 5.3120 -2.5838 0.0833 0.1095 0.0026
H 0.8309 4.6246 -1.3124 0.0485 0.0255 -0.0768
H -3.1712 0.8867 -0.8201 -0.0219 -0.0986 0.0501
H -4.7783 -0.4679 -2.1150 -0.1151 -0.0609 0.1064
H -4.5268 -0.6712 -4.5614 -0.0910 -0.0492 -0.0655
H -2.7391 0.5806 -5.7146 -0.0359 0.0234 -0.0556
H -1.2154 2.0044 -4.4614 -0.0001 -0.0302 0.0420
C -5.4665 -2.9223 1.9982 0.1604 0.5728 0.2838
Si -4.9132 -1.1674 2.5186 -0.2877 -0.1186 0.1659
C -5.6330 -0.7526 4.2286 0.1557 -0.1784 -0.6335
C -5.6055 0.0391 1.2250 0.1949 -0.2754 0.4742
C -3.0188 -1.2238 2.6658 -0.3907 -0.0244 -0.1321
C -2.3803 -2.3287 3.2150 0.0419 0.0435 -0.0427
C -0.9985 -2.4384 3.1888 -0.0242 -0.0557 0.0351
C -0.2595 -1.4479 2.5645 0.2964 -0.2910 0.2418
N -0.8367 -0.3575 2.0842 -0.1541 -0.0745 -0.0565
C -2.1715 -0.2308 2.1763 -0.6184 0.3359 0.3059
S -2.6901 1.3177 1.5777 0.5334 0.0138 -0.3333
H -6.5457 -2.9444 1.8775 -0.2234 0.0219 -0.0207
H -5.2126 -3.6685 2.7447 0.0761 -0.1264 0.1712
H -5.0251 -3.2412 1.0577 0.1309 0.0479 -0.1791
H -6.7181 -0.7631 4.1980 -0.2440 -0.0032 -0.0177
H -5.3194 0.2317 4.5602 0.1138 0.2069 0.0022
H -5.3165 -1.4699 4.9792 0.1115 -0.1662 0.1101
H -6.6858 -0.0537 1.1733 -0.2911 -0.1862 0.0635
H -5.2125 -0.1521 0.2323 0.1621 -0.0644 -0.1953
H -5.3714 1.0680 1.4712 0.0101 0.1015 0.0420
H -2.9765 -3.1059 3.6666 -0.0426 -0.2717 0.0660
H -0.4967 -3.2853 3.6292 0.0700 -0.0567 0.0287
H 0.8154 -1.5138 2.4608 0.0306 0.1237 -0.0047
C 0.8227 -7.2465 0.7197 0.2135 0.0960 0.4964
O 0.2656 -7.5752 -0.5304 -0.0854 0.3011 -0.9524
C 0.5642 -6.7559 -1.5777 -0.1525 -0.2519 0.2573
C 1.5482 -5.7677 -1.5372 0.1189 -0.0962 0.3034
C 1.7077 -4.9216 -2.6030 -0.1571 0.1266 -0.3784
C 0.8934 -5.0274 -3.7525 0.1164 -0.3581 1.3162
C -0.0025 -6.1135 -3.8362 0.1056 0.1902 0.0393
C -0.1745 -6.9410 -2.7557 0.0006 -0.1487 0.1703
N 0.9042 -4.0905 -4.7179 -0.1254 0.3948 -1.2282
N 1.5377 -2.9892 -4.5736 0.5024 0.5762 0.2223
C 1.3761 -2.0632 -3.6470 -0.5718 -1.2632 -0.4159
C 2.4412 -1.1592 -3.4201 0.6160 1.1322 0.6740
C 2.4344 -0.2835 -2.3728 0.9779 -0.6392 -1.1162
C 1.3286 -0.1857 -1.4968 0.0321 2.2676 2.2169
O 1.2778 0.7294 -0.6006 -0.2454 -2.1049 -2.0810
C 0.2339 -1.0894 -1.6899 -1.1793 -1.4095 -0.2189
N -0.7747 -1.0281 -0.7910 0.3208 1.4697 0.0919
C -1.8197 -1.8111 -0.9370 -0.2628 -0.2900 0.1648
C -1.9758 -2.6538 -2.0335 0.4889 -0.0009 -0.1297
C -0.9583 -2.7335 -2.9640 -0.3412 0.0492 0.0466
C 0.2118 -1.9923 -2.7854 -0.3522 0.5543 1.1894
H 0.3474 -7.9043 1.4451 0.0812 0.0288 -0.0506
H 0.6141 -6.2051 0.9891 -0.0010 -0.0866 -0.0415
H 1.9050 -7.4090 0.7319 -0.0737 -0.0224 0.0242
H 2.1930 -5.6414 -0.6800 -0.0558 -0.0514 0.0684
H 2.4600 -4.1480 -2.5660 0.0659 0.0094 0.0819
H -0.5794 -6.2475 -4.7382 -0.0961 0.0165 -0.0733
H -0.9005 -7.7388 -2.7746 -0.0647 -0.0947 -0.0403
H 3.3017 -1.2296 -4.0684 0.0463 0.0071 -0.1025
H 3.2694 0.3759 -2.1872 0.0366 0.0152 0.0289
H -2.5773 -1.7648 -0.1620 -0.0205 0.1436 0.0030
H -2.8785 -3.2306 -2.1497 -0.1050 -0.0439 -0.0051
H -1.0761 -3.3486 -3.8418 -0.0278 -0.0824 0.0040
S 2.2001 0.3175 4.9870 0.3833 0.0269 0.1242
P 3.3399 0.5855 3.3904 -0.8623 -0.2579 0.0815
S 2.3123 0.5020 1.6653 0.9334 0.3145 0.5163
C 4.3059 2.1350 3.4760 -0.2678 -0.3964 -0.1022
C 5.2740 2.2409 4.4658 -0.0189 0.0704 -0.0437
C 6.0648 3.3715 4.5261 0.0691 0.0417 0.0466
C 5.8829 4.3929 3.6044 0.0785 0.1164 0.0220
C 4.9032 4.2920 2.6311 0.0365 0.1296 0.0045
C 4.1112 3.1598 2.5639 0.0192 -0.0464 0.0865
C 4.6671 -0.6597 3.2436 -0.2844 0.2367 0.0784
C 4.8724 -1.6331 4.2069 -0.0028 0.1143 -0.0349
C 5.8658 -2.5782 4.0130 0.0896 -0.1402 -0.0188
C 6.6338 -2.5522 2.8611 0.0796 -0.1519 0.0207
C 6.4156 -1.5828 1.8927 0.0375 0.0212 -0.0678
C 5.4320 -0.6327 2.0841 0.1162 -0.0769 0.0731
H 5.3979 1.4360 5.1791 0.0265 -0.0159 0.0292
H 6.8273 3.4560 5.2867 0.0662 0.0340 0.0609
H 6.5104 5.2709 3.6501 0.0504 0.0958 -0.0013
H 4.7564 5.0902 1.9177 0.0213 0.1058 -0.0451
H 3.3465 3.0618 1.8033 0.1264 -0.1165 -0.0413
H 4.2491 -1.6460 5.0912 -0.0525 0.0593 0.0324
H 6.0334 -3.3422 4.7582 0.0404 -0.0746 0.0657
H 7.4017 -3.2975 2.7118 0.0818 -0.0665 -0.0139
H 7.0049 -1.5762 0.9870 0.0922 0.0005 -0.0602
H 5.2270 0.1239 1.3383 0.0276 0.0075 -0.0584